Entry from the OMol25 dataset: C3H9Cl2N2O5Sn as an isolated structure at a distorted geometry (ωB97M-V with the def2-TZVPD basis set).

Highest occupied orbital energy, Ha: -0.4753
E_tot, hartree: -1739.4976
Kohn-Sham gap, eV: 5.623
Charge: +1
Max |F|, eV Å⁻¹: 4.1

Geometry as XYZ:
```
22
Properties=species:S:1:pos:R:3:forces:R:3
Sn 1.7642 -5.5958 19.5149 -1.49 3.31 1.90
O 1.1356 -2.9498 20.5991 0.95 -1.50 -1.26
H 0.5619 -2.3820 21.1494 0.06 -1.09 0.00
C -0.4137 -4.7287 23.7699 -0.59 0.00 1.18
N 0.9645 -4.9188 23.2682 0.52 2.37 2.18
O 1.8157 -4.1239 23.6542 -1.14 -1.17 -0.93
O 1.1693 -5.8792 22.5780 0.70 -1.60 -2.25
H -0.9568 -5.6677 23.8772 0.37 -0.14 -0.63
H -0.9590 -4.0573 23.1067 0.35 -0.03 0.20
H -0.3173 -4.3642 24.7926 0.04 0.50 -0.31
C 0.8518 -1.0591 18.1041 -0.38 -0.65 -0.07
N -0.1000 -2.2259 17.7750 -1.51 0.89 -0.61
O -1.3233 -2.0130 17.6950 2.77 -0.23 0.61
O 0.4078 -3.2985 17.4771 0.17 -0.31 0.44
H 1.8771 -1.4219 18.0317 -0.34 -0.12 -0.05
H 0.6603 -0.7389 19.1283 -0.20 -0.01 -0.28
H 0.6553 -0.2875 17.3597 -0.15 -0.06 0.21
C -2.5819 -2.9232 20.8105 -0.19 0.48 -0.16
Cl -1.9347 -4.5529 20.7972 0.36 -0.87 0.19
Cl -3.9283 -2.8780 19.7098 -0.47 0.38 -0.41
H -2.9749 -2.6646 21.7937 0.37 -0.16 -0.03
H -1.7896 -2.2552 20.4727 -0.21 -0.02 0.08
```
Positions in Å, forces in eV/Å.

Here are the Löwdin charges for atoms 1 to 6, given in e: Sn 1.580; O -0.464; H -0.058; C 0.022; N -0.439; O 0.106

Entry from the OMol25 dataset: C3H9ClMnO4P as an isolated structure at a distorted geometry (ωB97M-V with the def2-TZVPD basis set).

Highest occupied orbital energy (spin up / spin down), Ha: -0.5247 / -0.5323
Multiplicity: 6
E_tot, hartree: -2373.1045
<S²>: 8.756
Kohn-Sham gap (spin up / spin down), eV: 8.867 / 8.798
Charge: +1
Max |F|, eV Å⁻¹: 1.7

Geometry as XYZ:
```
19
Properties=species:S:1:pos:R:3:forces:R:3
Mn 2.0917 0.9629 2.7370 0.15 -1.32 -0.98
Cl 3.0438 -1.0590 2.9598 -0.29 0.91 0.23
C -0.2526 -1.9049 1.0172 -0.41 -0.73 0.03
O -0.7691 -0.7119 0.3809 0.14 -0.08 0.48
P 0.2258 0.3869 -0.1048 -1.09 -0.19 -0.51
O 1.1367 0.8947 0.9627 0.47 0.49 0.97
O -0.7309 1.4639 -0.6886 0.35 0.24 0.01
C -1.4785 2.3386 0.1610 -0.51 0.32 0.67
O 1.0201 -0.1699 -1.2905 0.73 0.07 -0.13
C 0.4149 -0.7087 -2.4925 -0.39 -0.11 0.01
H -0.4217 -2.7556 0.3573 0.18 0.18 -0.19
H -0.8545 -2.1104 1.8994 0.12 0.31 0.13
H 0.8032 -1.8252 1.2669 0.00 0.07 0.04
H -2.3685 1.8398 0.5467 -0.01 -0.09 -0.28
H -1.7576 3.2149 -0.4128 0.01 -0.09 -0.15
H -0.9080 2.6667 1.0335 0.25 -0.05 -0.23
H 0.5531 -1.7856 -2.4896 0.22 0.02 -0.05
H 0.9071 -0.2320 -3.3309 0.04 -0.07 -0.05
H -0.6548 -0.5049 -2.5128 0.04 0.14 -0.01
```
Positions in Å, forces in eV/Å.

Here are the Löwdin charges for atoms 1 to 6, given in e: Mn 0.898; Cl -0.070; C -0.049; O -0.180; P 0.331; O -0.351

Entry from the OMol25 dataset: a 2-piece molecular cluster, C3H9ClNO overall at a distorted geometry (ωB97M-V with the def2-TZVPD basis set).

Highest occupied orbital energy, Ha: -0.5552
E_tot, hartree: -709.5732
Kohn-Sham gap, eV: 10.145
Charge: +1
Max |F|, eV Å⁻¹: 6.4

Geometry as XYZ:
```
15
Properties=species:S:1:pos:R:3:forces:R:3
C 1.9552 0.5222 -0.5500 0.03 -3.60 -1.22
C -1.0134 -0.8213 0.5566 -0.21 -1.33 -1.32
C -2.1208 0.0149 0.9078 1.48 6.19 -0.13
N -1.1326 -1.5034 -0.5277 -2.43 2.33 1.62
O 0.5214 0.5683 -0.5956 0.99 -1.49 0.34
Cl -3.1260 0.8280 -0.4589 1.42 -1.13 1.21
H 2.4694 0.8584 -1.4805 -0.71 -0.39 0.48
H 2.1434 -0.6242 -0.3702 0.22 2.27 -0.45
H 2.3340 1.0621 0.2517 0.65 0.99 1.59
H -0.1876 -0.9696 1.2669 -0.42 -0.15 -0.51
H -2.8278 -0.3727 1.5085 -2.32 -2.18 1.98
H -1.6966 0.8581 1.6171 -0.84 -1.21 -1.73
H -0.5302 -2.1825 -0.7413 3.12 -3.11 -1.26
H 0.3051 1.4322 -0.8175 -1.00 2.63 -0.69
H -1.9276 -1.3676 -1.1455 0.02 0.19 0.08
```
Positions in Å, forces in eV/Å.

Here are the Löwdin charges for atoms 1 to 6, given in e: C -0.086; C -0.118; C -0.438; N 0.241; O -0.140; Cl 0.586

Entry from the OMol25 dataset: a 2-piece molecular cluster, C3H9ClNO2PS overall at a distorted geometry (ωB97M-V with the def2-TZVPD basis set).

Highest occupied orbital energy (spin up / spin down), Ha: -0.3116 / -0.3229
E_tot, hartree: -1524.5580
Kohn-Sham gap (spin up / spin down), eV: 6.483 / 8.226
Max |F|, eV Å⁻¹: 3.6

Geometry as XYZ:
```
18
Properties=species:S:1:pos:R:3:forces:R:3
C 1.8805 -1.0752 -1.1191 -0.63 -0.72 -0.39
C -1.5592 2.5463 0.0758 -2.30 -1.40 1.88
C 0.3200 -0.9953 -1.1417 -0.22 0.01 -3.54
N -2.5324 0.2961 -0.4844 -0.47 1.49 0.43
O -1.6698 -0.1424 2.0872 0.01 1.43 -1.60
O -0.1030 -0.5099 0.1155 -0.54 1.37 0.54
P -1.6263 -0.6395 0.5555 -0.22 -3.39 0.64
S -2.0999 -2.5096 0.2347 -0.50 0.44 0.56
Cl -4.2497 0.2637 -0.1525 1.31 0.12 -0.05
H 2.2134 -0.5694 -0.1814 0.09 -0.49 -0.89
H 2.1508 -2.2111 -1.1226 -0.07 2.27 0.05
H 2.2572 -0.5486 -2.0382 0.05 -0.69 1.05
H -1.5477 2.0131 1.0456 0.28 0.98 -0.69
H -0.8793 2.3778 -0.6658 2.05 -0.49 -1.48
H -2.3388 3.2412 -0.1795 -0.29 0.06 0.29
H -0.0493 -2.0501 -1.3693 -0.03 1.58 0.66
H -0.1496 -0.2822 -2.0791 1.41 -1.78 2.74
H -1.5862 -0.6815 2.8702 0.08 -0.79 -0.21
```
Positions in Å, forces in eV/Å.

Here are the Löwdin charges for atoms 1 to 6, given in e: C -0.085; C 0.164; C -0.362; N -0.575; O -0.191; O -0.327

Entry from the OMol25 dataset: a 2-piece molecular cluster, C3H9ClNP overall at a distorted geometry (ωB97M-V with the def2-TZVPD basis set).

Highest occupied orbital energy (spin up / spin down), Ha: -0.3616 / -0.3118
E_tot, hartree: -975.8556
Kohn-Sham gap (spin up / spin down), eV: 10.214 / 7.215
Max |F|, eV Å⁻¹: 3.3

Geometry as XYZ:
```
15
Properties=species:S:1:pos:R:3:forces:R:3
C 2.5461 1.8312 -1.0447 -0.26 -0.64 0.06
C -1.2632 -0.2474 -1.0404 -2.54 -1.94 0.89
C -1.0158 -1.4795 1.6148 -0.76 0.26 -1.55
N 1.2548 -0.7379 0.2206 1.69 -0.02 -0.11
P -0.1988 -0.3003 0.4660 -3.08 -0.60 0.05
Cl -0.7258 1.5154 1.4003 0.22 -0.28 -0.37
H 1.6689 2.3592 -1.5329 1.35 -0.69 0.93
H 2.7805 1.8605 0.0551 -0.56 0.24 -1.44
H 3.1259 1.0778 -1.6331 -0.70 0.92 0.51
H -2.3735 -0.1128 -0.8130 1.48 0.55 0.40
H -0.9184 0.5980 -1.5574 0.33 0.82 -1.41
H -1.4206 -1.2313 -1.6136 1.48 1.40 0.65
H -0.6204 -1.3182 2.5676 0.50 0.30 1.62
H -2.1285 -1.3468 1.6200 1.07 -0.08 -0.10
H -0.7112 -2.4676 1.2907 -0.22 -0.24 -0.11
```
Positions in Å, forces in eV/Å.

Here are the Löwdin charges for atoms 1 to 6, given in e: C 0.021; C -0.253; C -0.237; N -0.201; P 0.222; Cl 0.210

Entry from the OMol25 dataset: a 2-piece molecular cluster, C3H9F3O3Si2 overall at a distorted geometry (ωB97M-V with the def2-TZVPD basis set).

Highest occupied orbital energy (spin up / spin down), Ha: -0.3093 / -0.3094
E_tot, hartree: -1224.1860
Kohn-Sham gap (spin up / spin down), eV: 7.016 / 7.021
Max |F|, eV Å⁻¹: 2.5

Geometry as XYZ:
```
20
Properties=species:S:1:pos:R:3:forces:R:3
C 1.0752 -1.4583 -1.0996 0.53 0.90 1.04
C 0.3225 1.9284 -2.0117 0.77 -0.06 0.74
C -3.0889 -0.9208 0.7287 0.28 -1.35 -1.22
O -0.1905 -1.1449 -0.5303 -0.34 -0.10 0.13
O -0.6307 1.5265 -1.0459 -0.68 -0.61 1.62
O -2.3228 0.1431 0.2325 -0.57 1.85 0.93
F 2.3285 -1.0068 2.5178 -0.36 0.48 -0.10
F 3.2855 1.2938 2.1799 -0.54 0.04 -0.39
F 1.8962 0.8689 4.1297 -0.62 0.17 0.49
Si -0.7762 0.2678 -0.0109 2.02 0.96 -1.16
Si 1.8858 0.5682 2.5692 0.23 -0.92 -1.25
H 1.8424 -1.1867 -0.3836 0.34 0.55 0.17
H 1.2238 -0.8709 -2.0105 0.01 -0.80 -0.10
H 1.2254 -2.5214 -1.1229 -0.53 -0.51 -0.82
H 0.8866 2.8271 -1.6065 -0.87 -0.81 -0.82
H -0.3288 2.1434 -2.9151 1.60 -0.29 0.68
H 1.0858 1.0927 -2.0286 -0.75 1.16 -1.08
H -2.5359 -1.7402 0.2074 -1.51 -0.51 0.85
H -4.1442 -0.7803 0.3913 0.94 -0.28 0.24
H -3.0399 -1.0295 1.8089 0.04 0.13 0.05
```
Positions in Å, forces in eV/Å.

Here are the Löwdin charges for atoms 1 to 6, given in e: C -0.098; C -0.102; C -0.095; O -0.213; O -0.239; O -0.195

Entry from the OMol25 dataset: an isolated ion of composition C3H9FN3 and charge +1 at a distorted geometry (ωB97M-V with the def2-TZVPD basis set).

Highest occupied orbital energy, Ha: -0.5156
E_tot, hartree: -383.5520
SMILES string: [H]/N=C/[C@@H](F)[C@@H](N)[NH3+]
Kohn-Sham gap, eV: 9.844
Charge: +1
Max |F|, eV Å⁻¹: 3.0

Geometry as XYZ:
```
16
Properties=species:S:1:pos:R:3:forces:R:3
H 1.5923 -2.3282 -1.4636 0.24 -0.59 -0.32
N 1.0690 -1.5354 -1.1532 -0.94 1.66 0.35
C 1.4740 -0.9826 -0.0996 1.60 -0.63 0.93
C 0.8858 0.2374 0.6208 -1.00 0.68 -2.71
F 1.2631 1.4286 -0.1343 0.01 -1.70 1.38
C -0.6702 0.2312 0.5139 0.54 -0.80 1.40
N -1.2453 1.3907 0.9996 -2.04 1.00 0.60
N -0.9992 -0.0415 -0.9015 0.77 1.70 -1.39
H 2.3150 -1.4280 0.4083 0.46 0.09 0.31
H 1.3294 0.1791 1.6012 -0.25 0.89 0.45
H -1.0068 -0.6924 1.0253 0.04 0.33 0.08
H -0.6721 2.1921 1.1936 -0.07 0.07 -0.16
H -2.2904 1.5486 0.9808 2.09 -0.43 0.16
H -1.0506 0.8747 -1.4263 0.55 -1.10 0.63
H -1.9483 -0.3927 -0.9831 0.21 -0.74 -0.11
H -0.0459 -0.6816 -1.1818 -2.20 -0.44 -1.60
```
Positions in Å, forces in eV/Å.

Here are the Löwdin charges for atoms 1 to 6, given in e: H 0.120; N 0.158; C -0.074; C -0.149; F -0.014; C -0.401

Entry from the OMol25 dataset: one molecule with the formula C3H9IO2P2S (ωB97M-V with the def2-TZVPD basis set).

Highest occupied orbital energy, Ha: -0.3232
E_tot, hartree: -1648.8403
SMILES string: C[C@H](I)CPP(O)(O)=S
Kohn-Sham gap, eV: 9.222
Max |F|, eV Å⁻¹: 0.7

Geometry as XYZ:
```
18
Properties=species:S:1:pos:R:3:forces:R:3
C -1.1563 -0.5415 1.7844 -0.11 0.13 0.21
C -0.1226 0.5667 1.7082 0.13 -0.11 0.11
I -1.0153 2.3911 1.0093 -0.01 0.03 -0.10
C 1.1957 0.2273 0.9886 -0.42 -0.02 -0.03
P 1.3303 -0.8953 -0.4685 0.61 -0.24 -0.04
P 0.4473 0.2353 -2.0911 0.11 0.58 0.19
O 0.6261 -0.8069 -3.2953 -0.10 -0.26 0.04
O -1.1516 0.3754 -1.9601 0.03 -0.01 0.08
S 1.3255 1.9202 -2.3309 -0.14 -0.05 0.02
H -0.8202 -1.3025 2.4932 0.07 -0.15 -0.16
H -2.1029 -0.1561 2.1590 0.02 0.00 0.04
H -1.3499 -1.0034 0.8202 0.00 -0.03 -0.07
H 0.1568 0.8275 2.7271 -0.06 0.13 -0.02
H 1.8319 -0.2708 1.7248 0.14 0.08 0.00
H 1.6988 1.1382 0.6633 0.15 0.01 0.15
H 0.3533 -1.8728 -0.2029 -0.29 0.05 -0.07
H 0.2871 -0.3849 -4.0951 0.10 -0.09 -0.31
H -1.5340 -0.4476 -1.6341 -0.23 -0.05 -0.03
```
Positions in Å, forces in eV/Å.

Here are the Löwdin charges for atoms 1 to 6, given in e: C -0.199; C -0.838; I 0.827; C -0.537; P 0.792; P -0.104

Entry from the OMol25 dataset: one molecule with the formula C3H9N2 at a distorted geometry (ωB97M-V with the def2-TZVPD basis set).

Highest occupied orbital energy (spin up / spin down), Ha: -0.1260 / -0.2830
Multiplicity: 2
E_tot, hartree: -229.0489
<S²>: 0.754
Kohn-Sham gap (spin up / spin down), eV: 4.306 / 8.320
Max |F|, eV Å⁻¹: 2.9

Geometry as XYZ:
```
14
Properties=species:S:1:pos:R:3:forces:R:3
C -1.3383 0.2361 -1.4037 0.29 -0.59 -0.18
C -0.2316 0.0792 -0.3931 -0.46 1.74 -2.16
C -0.4930 -0.2742 0.9357 1.06 -1.05 0.07
N 0.7510 -0.3269 1.7756 -0.13 0.01 -2.34
N 1.0913 0.2655 -0.9101 -0.03 0.53 2.83
H -1.9268 -0.6776 -1.4426 -0.97 0.06 0.48
H -1.8904 1.1499 -1.2797 -1.04 0.24 0.50
H -1.0978 0.3148 -2.4704 1.12 -0.01 0.21
H -1.4195 -0.1666 1.4152 -0.84 0.26 0.67
H 0.7668 0.2188 2.6245 0.22 0.70 0.28
H 0.9398 -1.2808 2.0056 0.21 -0.46 0.31
H 1.4374 -0.0445 0.9733 -0.33 0.04 1.17
H 1.3498 1.1795 -1.2671 -0.18 -0.45 -0.20
H 1.3214 -0.5107 -1.4510 1.05 -1.01 -1.65
```
Positions in Å, forces in eV/Å.

Here are the Löwdin charges for atoms 1 to 6, given in e: C -0.111; C -0.467; C -0.199; N 0.083; N -0.004; H 0.055

Entry from the OMol25 dataset: an isolated ion of composition C3H9N2 and charge +1 at a distorted geometry (ωB97M-V with the def2-TZVPD basis set).

Highest occupied orbital energy, Ha: -0.5552
E_tot, hartree: -228.9299
SMILES string: CN(C)C=[NH2+]
Kohn-Sham gap, eV: 11.931
Charge: +1
Max |F|, eV Å⁻¹: 4.5

Geometry as XYZ:
```
14
Properties=species:S:1:pos:R:3:forces:R:3
C -0.6173 1.2086 -0.4485 -0.64 -1.51 3.06
N 0.1408 -0.0234 0.3510 -1.95 2.04 -3.49
C 0.4746 0.4046 1.7147 -0.13 0.38 -1.40
C 0.2838 -1.1218 -0.3374 1.96 -2.09 3.07
N -0.0674 -1.3938 -1.5766 0.04 1.33 2.01
H -0.7836 0.8014 -1.4349 0.13 1.02 -0.22
H -1.6853 1.3479 0.0584 2.43 -0.31 -0.96
H 0.0237 2.1257 -0.2706 -0.82 -1.25 -0.85
H -0.4130 0.1614 2.3007 0.56 0.16 0.57
H 1.4444 0.0153 2.0174 -0.31 -0.15 0.36
H 0.5485 1.4865 1.4870 0.21 -0.53 1.40
H 0.8246 -2.0492 0.1854 -1.31 2.25 -0.85
H 0.1459 -2.2874 -1.8615 0.38 -2.01 -1.29
H -0.3196 -0.6758 -2.1851 -0.56 0.65 -1.41
```
Positions in Å, forces in eV/Å.

Here are the Löwdin charges for atoms 1 to 6, given in e: C 0.073; N -0.136; C -0.001; C -0.144; N 0.194; H 0.044